This record from OMol25 describes 2 unconnected molecules or ions with the total composition C4H12 at a distorted geometry. The level of theory is wB97M-V/def2-TZVPD.

Each line ends with the Mulliken charge.
Positions of all 16 atoms, in Å:
C1 1.4581 -0.5141 -0.8917  -0.790
C2 2.5357 0.0087 0.0614  -0.854
H1 1.9061 -1.1816 -1.6164  0.340
H2 0.8312 -1.0861 -0.1669  0.170
H3 0.8547 0.2254 -1.3450  0.294
H4 2.8857 -0.7062 0.7669  0.314
H5 2.1072 0.8066 0.6285  0.273
H6 3.2275 0.5354 -0.6057  0.287
C3 -2.4843 -0.1580 0.0554  -0.987
C4 -1.4509 0.6462 0.8484  -0.621
H7 -2.0818 -1.0962 -0.1030  0.300
H8 -3.2558 -0.3854 0.6801  0.389
H9 -2.6984 0.3441 -0.9538  0.277
H10 -1.7681 1.6766 0.7687  0.318
H11 -0.6108 0.7475 0.1304  -0.080
H12 -1.4562 0.1372 1.7429  0.371

Atomic forces in eV per Å
C 0.249 -1.980 2.499
C -0.665 1.800 -2.008
H -0.199 -0.174 -0.255
H -0.198 -0.021 -1.192
H -0.375 0.875 -0.572
H 0.796 -0.668 0.033
H -0.397 0.564 0.679
H 0.882 -0.479 0.722
C 1.536 2.378 -2.319
C -0.757 1.285 -4.592
H 1.065 -2.067 -0.938
H -2.986 0.044 1.195
H -0.260 -0.915 1.586
H -0.445 0.398 1.364
H 0.466 -0.827 1.447
H 1.286 -0.213 2.349

**LUMO energy**: 1.1 eV
**Energy above the lowest of the compared OMol25 structures with the same formula, charge and spin**: 1.3041 eV
**HOMO**: -11.277 eV
**Total charge**: 0
**Gap between HOMO and LUMO**: 12.42 eV
**2S+1**: 1
**Structure (SMILES)**: CC.CC
**Max |F|**: 4.8 eV/A